No. 1
Density functional theory data (the ωB97M-V functional and the def2-TZVPD basis) for 2 unconnected molecules or ions with the total composition C3H7BN2O2 at a distorted geometry.

Output
E_tot	-10974.04084	eV
energy relative to the best compared isomer or geometry (same formula, charge and spin)	72.0	kcal per mole

Positions of all 15 atoms, in Å:
O  -2.501  1.801  -0.719
O  -0.490  1.163  0.351
N  1.875  -0.196  0.106
N  2.846  0.701  0.001
C  -2.066  -0.520  -0.294
C  1.997  -1.529  0.238
C  -2.771  -1.479  -0.303
B  -1.725  0.894  -0.199
H  -2.335  2.708  -0.517
H  -3.483  -2.234  -0.107
H  -0.144  2.128  0.294
H  2.956  -1.949  0.153
H  0.913  0.253  0.311
H  3.788  0.248  0.053
H  1.143  -1.990  0.632

***

No. 2
Density functional theory data (the ωB97M-V functional and the def2-TZVPD basis) for 32 unconnected molecules or ions with the total composition C84H224N8O32 at a distorted geometry.

Output
E_tot	-168161.18099	eV

Positions of all 348 atoms, in Å:
O  -3.040  -4.020  -4.304
O  1.455  -0.357  -6.251
O  2.047  -5.586  -6.168
O  -7.144  -0.096  -5.112
O  6.344  2.732  -3.081
O  -1.270  -1.438  -6.517
O  -5.015  4.068  4.071
O  7.367  -3.261  -2.077
O  0.666  7.967  5.438
O  8.522  2.319  2.067
O  2.732  -6.037  0.194
O  -8.347  -1.810  1.388
O  0.809  0.803  -2.464
O  3.418  1.321  7.910
O  6.038  -2.823  0.358
O  -1.872  5.152  -4.612
O  -0.259  -3.877  -5.628
O  3.855  -4.359  2.153
O  -4.186  -5.337  -1.826
O  3.553  5.470  3.370
O  5.308  3.519  3.548
O  1.957  2.468  -6.693
O  5.463  0.937  2.383
O  -3.179  -1.904  4.540
O  2.902  -3.021  -6.774
O  -1.797  -3.937  -8.079
O  1.298  -7.854  1.611
O  -1.035  1.213  -5.203
O  7.204  2.810  -0.482
O  5.236  -1.679  -5.466
O  9.234  -1.174  -2.871
O  7.469  -0.041  3.947
N  3.424  -6.632  -0.910
N  0.926  -0.017  -1.371
N  0.034  -7.877  2.315
N  -0.505  8.187  4.667
N  -5.106  2.690  3.943
N  -1.192  5.437  -3.472
N  -7.085  0.713  -3.980
N  2.853  1.472  6.633
C  1.008  -6.693  4.236
C  7.099  4.166  -0.043
C  0.713  6.440  -4.671
C  1.624  -6.163  -2.504
C  0.942  2.307  5.220
C  -0.912  -6.988  0.049
C  -0.171  -1.042  -1.199
C  -2.431  -7.858  1.988
C  -1.726  3.421  -2.099
C  -3.050  2.674  2.386
C  -7.005  2.965  -2.108
C  -1.637  9.428  6.449
C  -4.791  -4.150  -1.265
C  -1.814  -2.074  4.021
C  -8.353  1.490  -3.830
C  1.781  0.520  -0.247
C  0.172  -5.191  2.467
C  5.006  3.138  -3.130
C  -1.288  5.694  -0.996
C  -5.353  2.732  1.361
C  -1.894  4.935  -2.302
C  0.884  6.132  -2.265
C  1.645  2.357  6.644
C  4.001  -4.754  3.473
C  2.826  0.142  5.876
C  8.180  -0.395  -2.253
C  5.892  -1.995  1.467
C  -0.288  -1.807  -2.563
C  -2.639  -6.659  2.893
C  0.248  5.593  -0.895
C  -0.045  -6.611  3.133
C  -7.658  2.524  3.790
C  3.193  -5.922  -2.244
C  4.655  -8.351  0.495
C  5.807  -6.220  -0.193
C  4.608  -1.063  -4.367
C  -3.395  5.422  -2.279
C  -1.475  -0.320  -0.786
C  -0.294  6.044  3.499
C  0.972  4.141  -3.769
C  0.719  8.054  2.486
C  -4.619  0.612  2.561
C  -5.919  1.915  -2.214
C  -0.875  -9.359  0.573
C  2.040  0.230  4.499
C  3.047  1.250  -0.695
C  1.072  1.541  0.613
C  -3.108  -4.311  -8.040
C  3.650  -4.488  -2.267
C  -6.560  2.527  6.026
C  -9.517  0.501  -3.578
C  -8.569  2.415  -5.024
C  0.345  5.497  -3.569
C  2.278  -1.086  6.658
C  -4.650  0.203  -3.415
C  -5.875  0.020  3.176
C  -8.299  2.281  -2.486
C  0.654  1.965  7.732
C  2.020  3.842  6.781
C  -0.476  7.589  3.319
C  5.199  -7.985  -1.872
C  3.339  -3.392  -8.033
C  0.851  -1.544  1.085
C  -1.260  9.384  4.985
C  -6.187  0.620  4.574
C  1.658  -6.661  -7.011
C  -1.438  -6.521  3.816
C  -4.554  2.183  2.618
C  -1.853  7.549  2.545
C  -2.501  8.928  2.687
C  -2.628  9.306  4.197
C  2.162  -0.782  0.679
C  -1.023  -7.997  1.273
C  3.818  -6.651  -3.517
C  -5.213  2.355  -4.569
C  4.784  -7.220  -0.589
C  -5.747  1.295  -3.618
C  0.116  -2.129  -0.120
C  0.677  0.948  4.607
C  4.337  -0.131  5.430
C  5.210  -7.194  -3.225
C  -0.414  10.672  4.571
C  -7.632  -1.252  0.328
C  -6.357  2.132  4.567
H  1.671  2.818  4.591
H  2.392  -2.058  6.177
H  0.595  9.007  1.971
H  -3.976  5.126  -3.153
H  0.505  -4.381  -5.907
H  -4.794  2.589  0.435
H  5.542  -8.976  0.393
H  3.796  1.701  -0.044
H  2.305  4.036  7.815
H  1.294  8.650  5.192
H  6.886  0.333  3.286
H  5.226  -0.991  -6.135
H  -7.381  1.923  6.412
H  -7.134  -0.288  0.432
H  4.542  4.089  3.474
H  7.305  -0.254  -2.887
H  1.588  8.166  3.133
H  -1.811  2.766  -2.966
H  -1.955  -6.866  -0.241
H  3.142  -7.360  -3.997
H  3.718  -2.735  -6.356
H  -7.517  2.055  2.817
H  0.401  4.524  -0.747
H  7.951  -0.726  3.482
H  3.887  6.304  3.701
H  5.558  -5.719  0.742
H  4.070  -5.952  -4.315
H  -1.586  -1.559  -7.412
H  5.780  -5.462  -0.976
H  0.025  2.895  5.186
H  3.502  -3.918  -1.349
H  0.968  1.992  8.775
H  -2.924  3.732  2.155
H  4.659  -8.931  -1.907
H  4.566  2.260  -2.658
H  -8.784  3.433  -4.701
H  3.560  -0.912  -4.626
H  2.697  2.140  -1.218
H  -3.428  9.062  2.129
H  -0.997  -2.630  -2.646
H  4.729  -4.395  -2.392
H  1.366  -7.210  -2.338
H  -2.602  2.174  1.527
H  -1.448  -7.391  4.472
H  1.157  -7.335  -6.315
H  4.863  -1.845  1.793
H  -6.764  0.523  -5.739
H  6.462  2.137  -3.825
H  6.380  -2.513  2.292
H  -6.673  3.611  6.008
H  3.253  -3.878  -3.078
H  -1.040  -1.865  4.760
H  0.085  -9.339  0.057
H  0.514  -0.317  -6.421
H  -9.258  -0.176  -2.765
H  7.970  2.803  2.682
H  -0.029  -3.556  -4.756
H  7.822  -0.919  -1.366
H  -1.551  0.611  -1.348
H  4.425  -0.927  4.691
H  2.546  -4.941  -6.674
H  2.524  -3.005  -8.644
H  4.670  3.996  -2.548
H  2.816  4.231  6.146
H  0.019  0.348  5.235
H  -4.980  2.385  -1.922
H  -1.679  -1.516  3.095
H  -2.406  2.395  3.220
H  -0.133  5.651  2.495
H  1.083  -2.337  1.796
H  6.485  4.257  0.853
H  1.209  -0.913  6.785
H  -3.155  -5.382  -7.842
H  0.724  -2.983  -0.419
H  -5.316  0.479  5.213
H  -3.178  10.240  4.312
H  6.464  -1.082  1.297
H  -5.775  -1.066  3.181
H  1.047  -5.818  4.886
H  1.975  -6.905  3.781
H  0.362  6.149  -5.660
H  -2.663  6.874  2.821
H  -5.592  3.377  -4.538
H  0.246  1.092  3.616
H  -0.600  10.929  3.528
H  4.685  -5.603  3.496
H  -7.082  0.111  4.932
H  -6.280  2.178  1.217
H  -3.223  -1.104  5.070
H  -5.408  2.114  -5.614
H  2.978  -1.397  0.301
H  0.718  6.086  -0.045
H  -3.584  -5.096  -2.534
H  0.197  7.371  -4.438
H  -1.626  7.367  1.494
H  8.522  0.604  -1.984
H  1.773  6.590  -4.879
H  -0.782  -2.592  0.288
H  -1.657  -3.119  3.755
H  0.657  2.292  -0.059
H  5.343  3.284  4.475
H  -7.032  3.425  -1.120
H  -1.372  0.029  0.242
H  1.005  -5.581  -1.820
H  -0.956  9.053  7.213
H  -1.594  6.732  -0.861
H  -0.775  -10.184  1.278
H  -1.795  9.634  2.249
H  4.669  -7.838  1.457
H  1.965  4.198  -4.213
H  -4.146  2.416  -4.355
H  5.254  1.597  3.045
H  -3.684  0.262  2.998
H  -0.951  -2.302  -6.256
H  7.517  -3.046  -1.156
H  -5.758  2.145  6.658
H  6.444  -3.052  -2.224
H  -5.142  -0.537  -2.783
H  2.612  -1.374  7.654
H  -8.526  1.980  4.164
H  -7.672  2.494  -5.638
H  -6.805  3.788  -2.794
H  3.363  -5.001  1.635
H  -0.272  2.540  7.724
H  3.509  -4.458  -8.178
H  4.681  0.728  4.854
H  1.996  -6.642  0.309
H  1.961  6.063  -2.113
H  -2.377  -0.923  -0.887
H  0.994  3.444  -2.931
H  -7.703  3.611  3.725
H  -2.207  6.010  -4.881
H  7.030  2.768  -1.426
H  -8.356  -1.242  -0.487
H  -4.374  -0.274  -4.355
H  -1.421  0.475  -5.674
H  -2.669  -8.819  2.442
H  -0.919  2.950  -1.538
H  1.766  -1.085  -6.790
H  -9.801  -0.138  -4.414
H  4.212  -2.752  -8.160
H  -5.661  3.777  1.320
H  -9.305  2.064  -5.748
H  0.530  -4.388  3.112
H  1.155  2.880  -6.371
H  -3.529  -3.805  -7.171
H  -8.911  3.181  -2.543
H  -0.703  11.644  4.971
H  -6.695  -1.752  0.083
H  -2.081  10.382  6.733
H  -3.100  -4.796  -4.861
H  0.841  -5.231  1.607
H  4.514  -3.968  4.028
H  5.860  -6.321  -3.168
H  -3.716  0.596  -3.013
H  -4.719  -3.254  -1.881
H  -1.479  -5.591  4.381
H  1.324  0.326  -3.119
H  6.770  4.702  -0.933
H  8.052  2.367  1.234
H  -0.758  -4.810  2.044
H  6.217  -8.312  -1.662
H  -3.696  -4.135  -8.940
H  -8.645  1.762  -1.592
H  4.777  -1.721  -3.516
H  6.825  -6.610  -0.167
H  -1.188  5.569  3.904
H  -4.533  0.240  1.540
H  2.535  -7.007  -7.557
H  -1.002  0.924  -4.291
H  2.530  -0.439  1.646
H  2.634  0.852  3.829
H  -2.378  8.697  6.772
H  -3.673  -6.678  3.238
H  0.116  1.344  1.097
H  4.925  -0.407  6.305
H  -5.795  -4.139  -0.840
H  -8.611  -2.710  1.180
H  2.991  -4.910  3.853
H  -1.803  5.182  -0.183
H  0.834  -6.294  -7.624
H  5.795  -7.589  -4.055
H  0.549  3.628  -4.633
H  1.343  -5.945  -3.534
H  5.062  -0.109  -4.098
H  -10.469  0.932  -3.265
H  5.933  -3.707  0.716
H  -1.719  -9.598  -0.073
H  1.731  -8.623  1.989
H  0.701  -2.173  -2.842
H  1.144  4.482  6.674
H  -6.052  1.133  -1.466
H  2.981  0.510  8.179
H  0.534  10.460  5.065
H  -0.568  -5.979  0.280
H  -2.685  -5.654  2.476
H  -1.667  -3.749  -7.146
H  -4.090  -4.008  -0.442
H  1.918  -0.763  4.068
H  1.629  1.971  1.446
H  0.177  -0.828  1.557
H  3.762  -8.972  0.424
H  -2.618  3.168  -1.526
H  -0.299  -7.405  -0.751
H  0.615  5.865  4.074
H  0.957  7.294  1.741
H  8.975  -2.089  -2.739
H  3.601  0.590  -1.363
H  -3.982  5.311  -1.367
H  5.555  1.433  1.570
H  8.076  4.611  0.149
H  -3.187  -7.765  1.208
H  0.762  -7.541  4.875
H  4.499  3.406  -4.058
H  -3.351  8.556  4.517
H  1.873  1.549  -6.441
H  -6.655  0.284  2.462
H  -3.051  -3.284  -4.916
H  0.688  7.202  -2.342
H  -5.626  4.366  3.393
H  -0.635  -1.150  -3.360
H  -3.479  6.501  -2.410
H  2.602  5.540  3.460
H  0.306  0.949  7.549